ORCA calculation (ωB97M-V/def2-TZVPD) on 8 unconnected molecules or ions with the total composition C51H103ClN2O16PS.

Structure (XYZ):
```
175
Properties=species:S:1:pos:R:3:forces:R:3:lowdin_charge:R:1
C -2.7668 5.7782 -1.6441 0.0 0.6 0.0 -0.132
C -3.1176 4.9843 -3.0712 0.0 -0.1 0.4 -0.216
C -3.1379 3.3340 -2.8454 -0.7 0.7 -0.2 -0.174
C -2.4650 2.5006 -4.1047 -2.3 2.1 -0.3 -0.183
O -1.0424 2.2637 -4.0223 -1.3 -2.5 1.2 -0.130
C -0.6053 1.1543 -3.1900 3.0 0.8 -0.6 -0.165
N -1.4954 -0.0636 -3.1370 -0.1 -1.4 -0.4 0.115
C -2.4575 -0.1314 -1.9840 -2.8 0.5 1.8 -0.188
C -3.1477 -1.6161 -1.9449 -0.2 -1.4 -0.4 -0.127
C -4.0994 -1.9534 -3.2668 0.4 0.1 -0.3 -0.169
C -3.2679 -2.8727 -4.3890 -0.2 1.8 -1.0 -0.214
S -2.9001 -4.6158 -3.7935 -2.2 -5.9 1.7 0.800
O -3.8898 -4.9211 -2.6274 3.7 1.9 -4.2 -0.357
O -2.8976 -5.6960 -4.9016 0.5 4.6 3.5 -0.353
O -1.3088 -4.6290 -3.0943 -1.7 -0.6 -1.3 -0.252
C -1.7950 0.3363 -0.5178 -1.3 -1.4 -0.3 -0.315
C -1.0229 -1.0063 0.0372 0.0 0.1 0.9 -0.061
C 0.0668 -0.7424 1.2307 2.6 -6.0 2.4 -0.130
O 0.5805 -1.8536 1.8275 -3.3 6.9 -3.7 -0.075
C -3.1393 0.7514 0.3625 0.3 1.0 -0.2 -0.126
C -2.9542 0.8532 1.9680 -2.3 -0.7 0.8 -0.622
C -2.9663 -0.6181 2.7658 -0.5 0.4 0.3 -0.112
Cl -1.5759 1.9766 2.5561 -1.2 -1.1 -0.8 0.543
O -0.9817 1.5428 -0.6040 0.0 -1.5 -1.4 -0.078
C -0.0327 1.6012 -1.6881 1.6 1.7 -1.3 -0.363
N 0.3421 3.0906 -1.8579 -0.7 -2.0 0.5 0.113
C 1.4132 0.8414 -1.4381 0.8 0.5 0.0 -0.095
C 2.2911 1.5120 -0.1871 0.6 -0.9 0.0 -0.188
C 3.8446 1.9085 -0.6583 -0.4 -0.3 0.1 -0.199
P 5.1665 1.0535 0.4891 4.8 0.7 -1.4 0.783
O 6.6623 1.3615 0.0107 -5.6 -0.7 1.8 -0.378
O 4.8924 1.7012 2.0833 -0.6 -3.1 -2.5 -0.283
C 4.2706 0.7069 2.9780 -1.3 -0.3 2.4 -0.277
C 4.0373 1.4989 4.4314 -0.4 0.3 -1.4 -0.079
O 4.9687 -0.6958 0.3879 0.6 2.8 0.6 -0.310
C 6.2625 -1.3336 0.7354 1.4 -1.2 0.9 -0.281
C 6.1285 -2.9517 1.0689 0.4 0.5 0.3 -0.101
H -1.7945 6.4533 -1.7448 -2.1 -1.4 0.1 0.088
H -3.6587 6.4884 -1.2988 2.0 -1.6 -0.9 0.087
H -2.5696 5.0512 -0.7487 -0.4 1.2 -1.8 0.065
H -4.1723 5.3652 -3.4687 2.4 -1.0 0.8 0.120
H -2.3132 5.2099 -3.8908 -1.5 -0.2 1.6 0.099
H -2.6269 3.1504 -1.8121 -0.9 -0.1 -2.0 0.077
H -4.2874 3.0163 -2.7883 2.5 0.5 0.0 0.130
H -3.1595 1.5818 -4.3025 1.6 1.1 0.3 0.112
H -2.6318 3.2152 -5.0496 0.6 -1.8 2.0 0.147
H 0.3882 0.7548 -3.7293 -2.3 1.0 1.0 0.192
H -2.0232 -0.2571 -4.0414 0.8 0.6 1.1 0.174
H -0.8432 -0.8996 -3.0357 -0.8 1.2 -0.1 0.195
H -3.3497 0.6402 -2.1629 2.1 -1.5 0.0 0.162
H -3.8359 -1.8151 -1.0043 1.7 0.8 -1.8 0.143
H -2.3353 -2.4871 -1.9262 -1.5 2.0 0.2 0.114
H -5.0931 -2.4863 -2.9399 2.2 0.9 -0.7 0.133
H -4.4116 -0.9467 -3.8128 0.6 -2.1 1.0 0.126
H -2.2727 -2.3168 -4.7439 -1.9 -1.5 0.9 0.113
H -3.9080 -2.9956 -5.3889 1.3 -0.2 2.3 0.141
H -0.9595 -5.5864 -3.1185 -1.0 1.8 -0.2 0.126
H -1.8168 -1.7742 0.4915 1.8 1.8 -1.0 0.139
H -0.4900 -1.5907 -0.8417 -0.8 1.2 1.9 0.125
H 0.4891 0.2881 1.5879 -1.2 -1.7 -0.9 0.102
H -3.4875 1.8200 -0.0384 0.9 -2.3 0.8 0.136
H -4.0422 0.0284 0.1437 2.0 1.2 0.5 0.131
H -3.9451 1.3843 2.3777 2.3 -1.0 -1.1 0.121
H -3.7357 -0.5460 3.6757 1.8 -0.1 -2.0 0.088
H -3.3955 -1.4685 2.0474 1.1 1.8 1.5 0.091
H -1.9167 -0.8773 3.2146 -2.0 0.3 -1.1 0.081
H -0.5130 3.6858 -1.9008 1.1 -0.8 -0.3 0.080
H 0.9752 3.2228 -2.6759 -1.0 -0.1 0.9 0.111
H 2.0976 0.9995 -2.3995 -1.7 -0.3 1.8 0.122
H 1.3325 -0.3155 -1.2853 0.0 2.1 -0.3 0.116
H 2.4349 0.6320 0.5990 -0.6 2.1 -1.5 0.074
H 1.7718 2.4556 0.2808 0.9 -2.1 -1.0 0.130
H 4.0390 3.0690 -0.6279 -0.3 -2.4 0.2 0.117
H 4.1030 1.5464 -1.7405 -0.5 0.6 2.1 0.097
H 3.1903 0.3705 2.6381 2.2 0.7 0.3 0.108
H 4.9145 -0.2690 3.0912 -1.1 2.1 -0.2 0.118
H 3.5708 0.7922 5.2427 1.2 1.3 -1.6 0.089
H 3.2309 2.3419 4.1853 1.8 -1.7 0.6 0.088
H 5.0406 2.0118 4.7470 -2.0 -1.2 -0.4 0.079
H 6.6355 -0.7911 1.7238 -0.4 -1.4 -2.4 0.083
H 7.0600 -1.2489 -0.1356 -1.9 0.3 1.9 0.138
H 5.3882 -3.1353 1.9789 1.5 0.3 -2.1 0.088
H 7.2201 -3.2918 1.4020 -2.3 0.8 -0.6 0.092
H 5.8652 -3.6061 0.1273 0.3 1.5 1.9 0.080
C -5.3336 -1.8287 7.9957 -0.5 -0.2 0.3 -0.177
C -3.9159 -2.3274 7.8863 0.6 0.1 0.3 -0.178
C -3.7705 -2.5446 6.3959 0.1 -0.3 -0.4 -0.208
O -4.6216 -1.5872 5.7508 0.1 -0.1 0.2 -0.169
C -5.4736 -0.9947 6.7410 -0.2 0.5 -0.1 -0.202
H -5.5308 -1.2614 8.9088 0.0 -0.1 -0.2 0.101
H -6.0288 -2.6759 7.9608 0.0 0.1 0.0 0.124
H -3.2216 -1.5471 8.2196 0.0 -0.1 0.0 0.119
H -3.7210 -3.2306 8.4701 0.0 0.1 -0.1 0.118
H -4.1110 -3.5440 6.1047 0.1 0.0 0.0 0.118
H -2.7407 -2.4127 6.0515 -0.1 0.0 -0.1 0.115
H -5.1292 0.0319 6.9068 -0.1 0.0 0.1 0.120
H -6.5020 -0.9623 6.3709 0.1 0.0 0.0 0.120
C 0.0418 4.1281 -7.9035 -0.7 0.0 -0.3 -0.172
C 1.5206 4.3676 -8.0669 0.5 -0.3 -0.2 -0.178
C 1.8039 5.3643 -6.9641 0.2 0.4 0.1 -0.201
O 0.8737 5.0909 -5.9071 -0.1 -0.2 -0.1 -0.140
C -0.1243 4.1867 -6.4007 0.2 -0.1 0.2 -0.214
H -0.3007 3.1836 -8.3336 0.1 0.2 0.0 0.095
H -0.5204 4.9436 -8.3737 0.0 -0.1 0.0 0.125
H 2.0697 3.4373 -7.8797 0.0 0.1 -0.1 0.119
H 1.7997 4.7362 -9.0572 0.0 0.0 0.1 0.119
H 1.6323 6.3914 -7.3030 0.1 0.0 0.0 0.121
H 2.8265 5.2887 -6.5833 -0.2 0.0 0.1 0.120
H 0.0565 3.2079 -5.9433 -0.1 0.0 -0.1 0.102
H -1.1170 4.5339 -6.1012 0.1 0.1 0.1 0.100
C 9.2473 0.6295 3.5034 0.1 0.3 -0.6 -0.163
C 9.7184 0.6217 4.9348 0.4 -0.4 0.4 -0.174
C 8.5529 1.2636 5.6554 -0.2 0.3 0.3 -0.195
O 7.3708 0.9292 4.9152 0.2 -0.1 -0.2 -0.147
C 7.7653 0.3662 3.6564 -0.3 -0.1 0.1 -0.222
H 9.7484 -0.1084 2.8718 -0.1 0.1 0.0 0.119
H 9.4075 1.6219 3.0655 -0.1 -0.2 0.0 0.124
H 9.8459 -0.4120 5.2775 0.1 0.2 0.0 0.103
H 10.6610 1.1524 5.0906 -0.1 -0.1 0.0 0.123
H 8.6437 2.3550 5.6647 0.1 0.0 0.1 0.120
H 8.4531 0.9129 6.6866 -0.1 0.0 -0.1 0.118
H 7.5549 -0.7083 3.6905 0.0 -0.1 0.0 0.114
H 7.1743 0.8122 2.8516 0.0 0.1 0.2 0.085
C -7.0257 -6.6105 -5.4224 -0.3 -0.2 0.6 -0.170
C -7.4472 -6.5473 -6.8677 0.1 -0.3 -0.5 -0.177
C -7.5034 -5.0557 -7.1164 -0.2 0.4 -0.2 -0.205
O -6.5233 -4.4538 -6.2594 -0.1 -0.1 0.0 -0.155
C -6.0742 -5.4388 -5.3185 0.5 0.0 -0.1 -0.221
H -6.5646 -7.5604 -5.1402 0.0 0.1 0.0 0.121
H -7.8948 -6.4449 -4.7747 0.1 -0.1 0.0 0.120
H -6.6753 -7.0025 -7.4994 -0.1 0.0 0.0 0.120
H -8.3961 -7.0498 -7.0716 0.1 0.1 0.0 0.119
H -8.4816 -4.6442 -6.8460 0.0 0.0 -0.1 0.118
H -7.2913 -4.7960 -8.1575 0.0 0.1 0.1 0.118
H -5.0558 -5.7288 -5.5993 -0.2 -0.1 0.1 0.090
H -6.0494 -5.0057 -4.3148 0.0 0.1 -0.1 0.106
C -1.2536 0.7319 -12.0327 -0.6 0.1 -0.3 -0.179
C 0.2251 0.9714 -12.1961 0.5 -0.3 -0.2 -0.177
C 0.5085 1.9681 -11.0934 0.2 0.4 0.1 -0.205
O -0.4217 1.6947 -10.0364 -0.1 -0.2 -0.3 -0.172
C -1.4197 0.7905 -10.5300 -0.1 -0.1 0.4 -0.205
H -1.5961 -0.2126 -12.4629 0.0 0.1 0.1 0.118
H -1.8158 1.5474 -12.5030 0.0 -0.1 0.1 0.120
H 0.7743 0.0411 -12.0090 0.0 0.1 -0.1 0.119
H 0.5043 1.3400 -13.1864 0.0 0.0 0.2 0.120
H 0.3368 2.9952 -11.4322 0.1 0.0 0.0 0.121
H 1.5311 1.8925 -10.7126 -0.1 0.0 0.1 0.120
H -1.2389 -0.1883 -10.0726 -0.1 -0.1 0.0 0.115
H -2.4124 1.1377 -10.2305 0.1 0.0 0.1 0.118
C -8.1157 1.4463 11.2411 0.4 0.2 0.5 -0.180
C -9.1054 1.9520 10.2235 -0.6 0.1 0.0 -0.181
C -8.4670 1.5232 8.9204 0.2 0.0 -0.4 -0.206
O -7.7299 0.3234 9.1930 -0.1 0.2 0.2 -0.156
C -7.6521 0.1495 10.6146 0.0 -0.5 -0.1 -0.209
H -8.5417 1.3095 12.2383 0.1 0.0 -0.1 0.118
H -7.2745 2.1452 11.3198 -0.1 -0.1 0.0 0.119
H -10.0663 1.4405 10.3548 0.1 0.1 0.0 0.119
H -9.2811 3.0293 10.2784 0.0 -0.1 0.0 0.117
H -7.7584 2.2757 8.5584 -0.1 0.1 0.0 0.117
H -9.2043 1.3320 8.1353 0.1 -0.1 0.0 0.118
H -8.3132 -0.6807 10.8861 0.1 0.0 0.1 0.121
H -6.6290 -0.1119 10.8986 -0.1 0.0 -0.1 0.113
C 11.3998 -2.3935 9.0227 -0.5 0.1 0.4 -0.183
C 11.8471 -3.3484 7.9462 0.4 -0.5 -0.1 -0.182
C 11.7520 -2.4913 6.7029 -0.1 0.2 -0.4 -0.212
O 12.0072 -1.1395 7.1087 -0.1 -0.3 0.2 -0.149
C 11.9780 -1.0806 8.5415 0.3 0.4 0.0 -0.204
H 11.7415 -2.6683 10.0238 0.0 0.1 -0.1 0.116
H 10.3049 -2.3368 9.0370 0.1 0.0 0.1 0.117
H 12.8895 -3.6407 8.1197 -0.1 0.0 0.0 0.118
H 11.2428 -4.2570 7.8854 0.1 0.1 0.0 0.116
H 10.7459 -2.5265 6.2718 0.0 -0.1 -0.1 0.108
H 12.4716 -2.7869 5.9339 -0.1 0.1 0.0 0.120
H 13.0077 -0.9489 8.8914 0.0 0.0 0.1 0.118
H 11.3871 -0.2186 8.8632 0.1 0.0 -0.1 0.117
```
Positions in Å, forces in eV/Å.

Properties
E_HOMO: -10.4 eV
net charge: +1
Kohn-Sham gap: 7.25 eV
E: -4517.31521 hartree